1.
Molecular formula: ClF2HSi
Method: DFT, the ωB97M-V functional and the def2-TZVPD basis

Geometry (Å):
Cl: 0.99 -1.61 -0.10
Si: -0.05 0.01 -0.03
F: 0.38 0.86 -1.33
F: 0.46 1.02 1.15
H: -1.78 -0.28 0.31

The HOMO energy is -12.10 eV. Its strongest force on any atom is 0.0848 hartree/bohr. The value obtained for the HOMO-LUMO gap is 12.8 eV. As for the spin multiplicity: 1. Its total charge is 0.


2.
Molecular formula: ClF2HSi
Method: DFT, the ωB97M-V functional and the def2-TZVPD basis

Geometry (Å):
Cl: -1.63 -0.25 -0.86
F: 0.44 2.37 0.29
Si: 0.08 -0.30 -0.02
H: 1.12 -0.91 -0.84
F: -0.02 -0.91 1.43

The HOMO energy is -10.74 eV. Its strongest force on any atom is 0.0672 hartree/bohr. The value obtained for the HOMO-LUMO gap is 9.1 eV. As for the spin multiplicity: 1. Its total charge is 0.


3.
Molecular formula: ClF3Si
Method: DFT, the ωB97M-V functional and the def2-TZVPD basis

Geometry (Å):
F: 0.88 0.42 1.29
Si: -0.12 0.37 0.05
F: 0.43 -2.22 -0.36
F: 0.86 0.72 -1.09
Cl: -2.05 0.71 0.12

The HOMO energy is -10.53 eV. Its strongest force on any atom is 0.1072 hartree/bohr. The value obtained for the HOMO-LUMO gap is 9.0 eV. As for the spin multiplicity: 1. Its total charge is 0.


4.
Molecular formula: ClFH2NP
Method: DFT, the ωB97M-V functional and the def2-TZVPD basis

Geometry (Å):
H: 1.68 0.45 0.42
H: 1.13 -0.93 0.75
Cl: -2.06 -1.04 -0.05
N: 1.31 -0.35 -0.04
P: -0.96 0.28 -1.10
F: -1.10 1.59 0.01

The HOMO energy (alpha / beta) is -9.81 / -8.68 eV. Its strongest force on any atom is 0.0930 hartree/bohr. The value obtained for the HOMO-LUMO gap (alpha / beta) is 8.7 / 7.6 eV. As for the spin multiplicity: 1. Its total charge is 0.


5.
Molecular formula: ClFH2Si
Method: DFT, the ωB97M-V functional and the def2-TZVPD basis

Geometry (Å):
H: -0.90 0.42 1.15
Cl: 1.95 0.50 -0.16
F: -0.15 -1.58 0.09
Si: -0.17 0.00 0.04
H: -0.72 0.66 -1.13

The HOMO energy is -11.41 eV. As for the SMILES: F[SiH2]Cl. Its strongest force on any atom is 0.0603 hartree/bohr. The value obtained for the HOMO-LUMO gap is 12.2 eV. As for the spin multiplicity: 1. Its total charge is 0.


6.
Molecular formula: ClFHOPS2
Method: DFT, the ωB97M-V functional and the def2-TZVPD basis

Geometry (Å):
P: 0.85 -0.47 0.10
S: -0.24 2.24 -0.05
S: 2.09 -1.50 1.21
Cl: 1.11 -0.67 -1.82
H: -1.39 -0.23 0.06
F: -1.76 1.59 0.08
O: -0.65 -0.97 0.41

The HOMO energy (alpha / beta) is -7.98 / -9.23 eV. Its strongest force on any atom is 0.0854 hartree/bohr. The value obtained for the HOMO-LUMO gap (alpha / beta) is 6.7 / 5.6 eV. As for the spin multiplicity: 3. Its total charge is 0.


7.
Molecular formula: ClFIP
Method: DFT, the ωB97M-V functional and the def2-TZVPD basis

Geometry (Å):
P: -0.11 -0.72 -0.42
F: 2.12 0.44 0.23
Cl: -0.56 -0.80 1.48
I: -1.45 1.08 -1.28

The HOMO energy (alpha / beta) is -10.49 / -10.19 eV. Its strongest force on any atom is 0.0585 hartree/bohr. The value obtained for the HOMO-LUMO gap (alpha / beta) is 7.8 / 7.5 eV. As for the spin multiplicity: 1. Its total charge is 0.


8.
Molecular formula: ClFIP
Method: DFT, the ωB97M-V functional and the def2-TZVPD basis

Geometry (Å):
P: 0.86 -1.04 1.00
F: 0.63 1.74 -0.28
I: 2.64 0.29 -0.12
Cl: 0.16 -2.23 -0.40

The HOMO energy (alpha / beta) is -8.78 / -10.50 eV. Its strongest force on any atom is 0.0235 hartree/bohr. The value obtained for the HOMO-LUMO gap (alpha / beta) is 7.9 / 7.6 eV. As for the spin multiplicity: 3. Its total charge is 0.